Record 1
{"formula": "C2H3BrOS", "method": "wB97M-V/def2-TZVPD", "elements": ["C", "C", "O", "S", "Br", "H", "H", "H"], "positions_angstrom": [[-1.16058, -0.46641, 0.12283], [1.08193, 0.15917, -0.03955], [0.07582, -0.81862, 0.18159], [-2.37670, -1.57707, -0.03137], [-1.56639, 1.42418, 0.12374], [1.99595, -0.28967, -0.08890], [1.12370, 0.87909, 0.70344], [0.82627, 0.68933, -0.97177]], "atomic_forces_ev_per_a": [[-2.6, -1.2, -0.5], [-1.9, 0.9, -1.9], [1.0, 0.0, 0.4], [1.0, 1.1, 0.3], [0.0, -0.2, 0.1], [2.2, -1.6, -0.3], [-0.2, 1.3, 1.7], [0.5, -0.3, 0.2]], "mulliken_charge": [0.37, -0.87, -0.24, -0.24, -0.10, 0.26, 0.43, 0.38], "homo_energy_ha": -0.3279, "de_lowest_kj_mol": 82.64, "charge": 0}

***

Record 2
{"formula": "C4H13NO2", "method": "wB97M-V/def2-TZVPD", "elements": ["C", "N", "C", "C", "C", "H", "H", "H", "H", "H", "H", "H", "H", "H", "H", "H", "O", "H", "H", "O"], "positions_angstrom": [[0.88374, 1.61278, 1.83767], [0.82844, 1.08505, 0.48046], [1.29250, -0.31809, 0.45182], [0.57507, -1.53652, -1.56768], [1.48566, -0.79128, -0.96301], [-0.13142, 1.52908, 2.24625], [1.11984, 2.67108, 1.90699], [1.50048, 1.04958, 2.53307], [1.31610, 1.61157, -0.23246], [2.25302, -0.38450, 0.98004], [0.59548, -0.91480, 1.03616], [0.68691, -2.11648, -2.47108], [-0.35607, -1.73515, -1.03494], [2.45062, -0.51240, -1.37809], [-2.97155, -0.87177, 0.99213], [-2.19487, -0.48244, -0.23099], [-2.40664, -1.27377, 0.32359], [-1.20850, 0.50395, -1.55006], [-1.14754, 1.28319, -0.19447], [-1.74267, 0.96363, -0.89461]], "atomic_forces_ev_per_a": [[-1.2, 0.4, 0.2], [0.2, -0.5, 0.1], [0.0, 0.8, -0.1], [-0.4, -0.6, 0.4], [0.1, -0.1, 0.5], [0.1, 0.0, 0.2], [0.3, 0.0, -0.3], [0.5, -0.1, -0.2], [0.3, 0.2, 0.4], [0.1, -0.1, -0.1], [-0.3, -0.2, -0.3], [0.3, 0.5, -0.4], [0.2, -0.1, 0.0], [-0.1, -0.3, -0.3], [-0.1, -0.3, 0.1], [-0.2, -0.4, 0.3], [0.0, 0.3, 0.0], [0.4, 0.3, 0.1], [0.6, -0.3, -0.4], [-0.6, 0.4, -0.2]], "mulliken_charge": [-0.85, -0.29, -0.61, -0.86, -0.18, 0.25, 0.34, 0.30, 0.25, 0.41, 0.40, 0.28, 0.24, 0.35, 0.28, 0.41, -0.67, 0.33, 0.43, -0.80], "homo_energy_ha": -0.3437, "de_lowest_kj_mol": 128.09, "charge": 0}